4 unconnected molecules or ions with the total composition C29H70BN5O9PS3 at a distorted geometry, computed with wB97M-V/def2-TZVPD.

```
118
C29H70BN5O9PS3 (wB97M-V/def2-TZVPD)
S 2.8822 3.7558 1.9863
S 1.7489 -5.6928 -2.5614
S 8.9710 2.3377 1.9617
P -3.5931 1.9374 -2.7172
O 5.7487 0.2184 2.3275
O 2.3717 -4.3454 -2.6623
O 8.7259 3.7872 2.1877
O -6.0530 0.4455 1.4809
O -3.5138 0.9605 -3.9757
O -7.5911 -1.6358 0.1534
O -2.9810 3.2301 -2.9956
O -5.1639 1.9823 -2.4200
O 1.5713 3.7340 1.2741
N -3.2548 -0.4968 0.5608
N -5.6609 3.8580 1.8170
N -4.9449 0.8089 3.6740
N -6.3788 -3.5325 0.5783
N -2.3728 1.9787 -0.2778
C -3.2668 -2.9944 0.2756
C 7.8315 1.8203 0.6787
C 4.1147 -1.7722 -1.7421
C 0.0545 2.1573 -0.7811
C 2.8826 5.1970 3.0547
C -4.3005 4.2526 1.4750
C 1.9581 -0.4374 -2.2657
C 3.4695 -0.3969 -1.9644
C 10.4620 2.2004 0.9681
C 1.1598 -0.1243 -0.9953
C 0.1902 -5.6142 -3.4549
C -3.8664 -1.7699 1.0163
C 1.3191 1.3430 -0.5587
C -2.7448 1.0556 -1.3221
C -3.6203 -0.1224 -0.8324
C 5.3834 -1.1612 0.3988
C -7.3410 -3.0640 -1.7418
C 4.1058 4.3643 0.8250
C -3.4973 0.6581 1.5087
C 4.7451 -0.3357 1.4975
C -7.1086 -2.6776 -0.2984
C -3.2257 3.1881 1.7271
C -4.2570 -3.6316 -0.7036
C -5.3560 -4.4134 -0.0031
C -3.3873 2.0149 0.7593
C -1.0225 1.7297 0.2193
C 4.3370 -2.0863 -0.2591
C 2.5909 -6.7475 -3.7440
C 5.2068 1.0454 3.3546
B -4.9159 0.6215 2.2331
H -4.3386 2.1754 0.2448
H 3.6114 -6.8872 -3.3951
H -5.8770 1.0468 3.9985
H 6.1825 -1.7447 0.8476
H -0.2849 2.0796 -1.8117
H -4.6403 -2.8719 -1.3791
H 5.0563 4.5049 1.3404
H -0.8205 2.2798 1.1322
H -8.1961 -2.4916 -2.0829
H 7.9214 2.4846 -0.1827
H 3.9791 0.1292 -2.7690
H 5.7793 -0.5183 -0.3831
H -0.8422 0.6635 0.4516
H 5.0903 -1.7983 -2.2289
H -5.3668 2.5978 -1.7091
H 8.0384 0.7900 0.3914
H 2.0851 -7.7116 -3.7926
H -2.2459 -0.6584 0.5430
H -3.2202 2.8741 2.7691
H 5.6462 2.0392 3.2650
H -7.0216 -4.0320 1.1771
H -7.5687 -4.1206 -1.8596
H 4.1634 0.4911 1.0659
H 3.7627 5.3027 0.3899
H -4.2469 4.4878 0.4122
H -3.9749 0.1291 -3.8190
H 4.6516 -3.1282 -0.2082
H 0.3587 -5.2105 -4.4532
H 2.6200 6.0808 2.4739
H 3.3857 -2.0327 0.2713
H 3.5255 -2.5736 -2.1819
H -2.3627 -2.7162 -0.2710
H -4.9110 -4.9711 0.8182
H 2.1436 5.0344 3.8362
H -6.1118 3.2801 1.1258
H -4.6829 0.1125 -0.8152
H 4.2236 3.6172 0.0419
H -5.7166 3.4125 2.7201
H -2.6902 0.6393 2.2383
H 4.1230 1.0978 3.2945
H -4.0683 5.1666 2.0146
H -2.2724 3.6751 1.5308
H -6.5102 -2.8193 -2.3972
H 10.6056 1.1604 0.6754
H -3.7093 -4.3356 -1.3302
H 0.1136 -0.3966 -1.1786
H 1.7130 -1.4465 -2.5952
H 6.8309 1.8794 1.0921
H 2.5969 -6.2671 -4.7221
H -0.4766 -4.9559 -2.9008
H 0.2752 3.1909 -0.5373
H -3.6694 -1.8996 2.0753
H 5.5016 0.6418 4.3210
H 3.6306 0.1950 -1.0630
H -4.9299 -1.7729 0.8162
H 4.0400 -0.9453 2.0710
H 1.5280 -0.8007 -0.2239
H -4.6808 -0.0321 4.1780
H 11.3003 2.5277 1.5790
H 2.1462 1.7550 -1.1344
H -3.4785 -0.9560 -1.5138
H -0.2456 -6.6115 -3.5137
H -6.6571 -0.1501 1.9322
H 3.8698 5.3120 3.5017
H -5.7923 -5.1687 -0.6613
H -1.8699 0.6172 -1.7967
H 10.3748 2.8379 0.0884
H 1.6265 1.4354 0.4792
H 1.6936 0.2421 -3.0747
H -2.9563 -3.7353 1.0073
```

Output
Orbital gap ... 7.68 eV
Charge ... +1


9 unconnected molecules or ions with the total composition C56H49N9O18 at a distorted geometry, computed with wB97M-V/def2-TZVPD.

```
132
C56H49N9O18 (wB97M-V/def2-TZVPD)
O -4.9073 -8.2454 5.5187
O 5.4200 6.5870 -3.9630
O 8.6082 6.3494 -4.7730
O 6.0335 -0.3447 -0.5927
O 5.5757 8.7546 -3.6616
O -3.7608 -6.6809 4.4933
O 2.4995 3.3523 -5.6650
O 1.1181 -8.1912 3.6015
O -7.9196 2.3362 2.1894
O -10.9383 1.0910 9.4454
O -11.0559 3.1681 8.7490
O 4.8974 -1.9756 0.3362
O 10.2421 7.7982 -4.5613
O -1.6291 -3.9253 -1.5840
O -0.9530 -1.5748 -1.0596
O 0.1269 -6.7044 2.3286
O 0.3998 2.9563 -5.1668
O -7.7788 0.2853 1.4229
N 1.4544 3.5973 -5.0454
N -10.7296 1.9802 8.6077
N -7.3049 1.4096 1.6404
N 0.5595 -7.8445 2.5501
N 9.3734 7.2144 -5.2249
N 5.0313 -1.0689 -0.4980
N 5.9522 7.5895 -3.4652
N -3.7101 -2.9323 -0.9401
N -3.8946 -7.5463 5.3713
C -4.2115 -6.7226 -2.0211
C 1.8608 -0.4341 -3.2594
C 9.2374 7.5747 -6.6413
C -2.4484 -4.6439 0.6654
C -5.3872 -3.0294 1.1283
C -5.1941 0.6485 0.5815
C 7.1036 7.3834 -2.5785
C 1.4673 4.7196 -4.0996
C -0.8598 -2.8976 -0.8660
C 7.7128 8.4863 -1.9642
C -1.8226 -8.9132 8.1937
C -2.8783 -8.7353 7.2973
C -9.0822 2.2220 5.2380
C 0.3187 5.0088 -3.3500
C 3.0146 0.3476 -3.3359
C -9.6766 0.2671 7.1542
C 0.3446 6.0625 -2.4342
C -2.3996 -5.2980 1.9330
C -5.3313 2.9055 1.4845
C -9.0065 -0.0824 5.9801
C 8.1029 7.3311 -8.7604
C 9.2604 6.9892 -0.8622
C 0.6546 -11.1290 0.7253
C 0.3950 -8.8547 1.4980
C -8.7073 0.8940 5.0284
C -4.0057 3.1298 1.1082
C -0.3849 -9.4723 -0.7035
C 8.9507 8.2900 -9.3170
C 7.5763 6.0852 -2.3447
C -1.6291 -6.9591 6.1958
C 0.0436 -10.7820 -0.4807
C -5.1404 -3.0417 -0.5004
C -2.9238 -4.2097 -0.8765
C -2.7791 -7.7535 6.3025
C -9.7552 2.5831 6.4068
C 8.6585 5.8936 -1.4835
C -10.0450 1.6024 7.3655
C 1.7353 -1.4124 -2.2716
C 9.9468 8.8865 -8.5419
C -0.5812 -7.1443 7.0997
C -0.6806 -8.1164 8.0963
C 10.0949 8.5321 -7.1995
C 2.6441 6.5377 -3.0288
C -0.2118 -8.5018 0.2853
C 8.2432 6.9665 -7.4199
C 3.9306 -0.8397 -1.4416
C -3.8699 0.8855 0.2073
C 2.7702 -1.6206 -1.3577
C 2.6311 5.4846 -3.9457
C -5.9198 1.6602 1.2244
C 4.0550 0.1506 -2.4259
C 8.7924 8.2819 -1.1028
C -3.2781 2.1212 0.4745
C 0.8358 -10.1666 1.7204
C 1.5050 6.8213 -2.2734
C -3.5792 -5.4793 -1.7166
H -0.0340 -3.2460 -0.0784
H 10.8739 9.0085 -6.6080
H 1.5221 7.6383 -1.5541
H 7.3300 6.8696 -9.3712
H 9.2677 9.1308 -0.6160
H -2.1237 -6.0537 2.8147
H 10.0989 6.8343 -0.1853
H 1.0546 -0.2806 -3.9747
H -6.3861 -2.3985 1.2965
H 0.8317 -2.0155 -2.2167
H -0.8576 -9.2090 -1.6472
H 4.9477 0.7679 -2.4988
H -5.6165 -4.1243 1.5439
H -4.9577 -7.6450 -2.1530
H -9.8996 -0.5050 7.8876
H -8.7136 -1.1158 5.8081
H -0.5933 4.4269 -3.4635
H -2.2429 2.2989 0.1880
H -8.1778 0.6182 4.1181
H -8.8468 2.9770 4.4909
H -10.0404 3.6223 6.5553
H -1.5363 -6.1973 5.4248
H -3.2972 0.1055 -0.2896
H -3.5379 4.0907 1.3117
H -0.5541 -7.4863 0.0975
H -3.6350 -2.4480 -1.8653
H 3.5436 7.1355 -2.8999
H 7.1161 5.2208 -2.8187
H -5.6399 -0.3210 0.3690
H 0.1368 -8.2533 8.8023
H 1.3136 -10.4530 2.6547
H 10.6055 9.6309 -8.9837
H 9.0309 4.8894 -1.2932
H 0.3127 -6.5282 7.0293
H -5.8848 3.7017 1.9776
H 8.8339 8.5752 -10.3611
H 7.3599 9.4999 -2.1413
H -0.5397 6.2906 -1.8429
H -5.6900 -2.0614 -0.9063
H -4.5290 -2.4888 1.7145
H 3.5281 5.2743 -4.5245
H -3.7629 -9.3622 7.3884
H 0.9873 -12.1515 0.8909
H 2.6584 -2.3892 -0.5958
H -5.7508 -3.9405 -0.9297
H 3.1044 1.1091 -4.1076
H -1.8913 -9.6707 8.9714
H 7.5745 6.2176 -7.0011
H -0.1006 -11.5372 -1.2514
```

Output
Orbital gap ... 8.70 eV
Charge ... 0
SMILES ... O=[N+]([O-])c1ccccc1.O=[N+]([O-])c1ccccc1.O=[N+]([O-])c1ccccc1.O=[N+]([O-])c1ccccc1.O=[N+]([O-])c1ccccc1.O=[N+]([O-])c1ccccc1.O=[N+]([O-])c1ccccc1.O=[N+]([O-])c1ccccc1.C#CC(C#C)(NCC)OC=O


14 unconnected molecules or ions with the total composition C22H72N8O14 at a distorted geometry, computed with wB97M-V/def2-TZVPD.

```
116
C22H72N8O14 (wB97M-V/def2-TZVPD)
O -0.3453 -1.5956 4.8787
O -2.3233 -0.4676 -2.2093
O 0.4677 -3.1136 0.4867
O -3.1663 1.6664 2.6477
O 1.4167 0.7994 3.6697
O -4.6283 3.0634 0.3097
O -1.9483 -4.1706 0.7397
O 4.9137 -1.7096 2.0297
O -1.0923 0.6784 1.2907
O 4.3687 -0.6716 -4.6553
O -1.6013 -2.9296 -4.2663
O 2.5617 -1.4776 -1.1343
O 0.2527 4.4404 4.3637
O 2.0717 1.3684 -1.0613
N -0.1433 -0.5286 -0.5153
N 2.7037 0.7024 -3.7243
N 1.1257 0.0284 1.1747
N -2.5923 -0.3406 -4.5803
N 3.1887 0.7444 5.0547
N -4.2583 -1.0336 -3.3233
N 2.1847 2.6554 4.9147
N 4.3067 0.0904 -2.3953
C -1.0923 -1.3696 3.6917
C -3.3023 -2.3046 1.1057
C 2.2337 1.3904 4.5437
C -3.0593 2.0714 -1.0033
C 4.1657 -0.5196 2.2637
C -3.0503 -0.5666 -3.3923
C 2.2107 2.5874 -0.8383
C 1.4467 -3.1966 1.5007
C -0.2943 -2.2356 -5.9963
C 1.0597 3.1974 -0.0753
C 3.3477 -2.6116 -0.8653
C 3.5297 2.6804 -0.0763
C -2.5723 4.1244 0.3767
C -2.9423 -3.5536 0.3897
C -3.6533 3.3644 -0.3983
C -4.1293 0.6934 2.5397
C -2.6783 -3.3106 -1.0853
C -0.0453 0.0194 0.6497
C -0.1363 3.9564 3.1107
C 3.8167 0.0354 -3.6263
C -0.4013 -2.7156 -4.5793
C 0.2687 -1.8576 -3.5393
H 5.1057 -2.0106 2.9327
H 0.4877 4.4724 2.3407
H 2.1237 -2.3796 1.5017
H -3.6623 1.6344 -1.8543
H 4.4237 0.1124 3.1177
H -2.0583 2.2284 -1.3633
H -1.1843 -3.6426 0.6467
H -4.0543 3.8264 -1.2783
H -3.2363 -0.4296 -5.3083
H -4.2293 -1.8636 0.8197
H 0.0517 -0.8186 -3.5293
H 5.1657 -0.3436 -2.1183
H 2.1687 0.7304 -4.6103
H 3.8807 -2.5246 0.0677
H -3.3313 -2.5526 2.2097
H -2.9683 1.2674 -0.3173
H 3.9807 0.7434 -1.6983
H -0.9553 -0.3356 3.3807
H -1.7593 -2.7796 -1.2863
H 1.9487 -4.1216 1.4987
H -1.1933 4.2224 2.9067
H -1.6923 4.1614 -0.2413
H -3.7413 -4.2226 0.3737
H 0.1797 3.0984 -0.7263
H -2.5603 -1.5306 0.9747
H -0.6683 -3.0176 -6.7083
H 2.2227 0.9584 -2.8723
H 2.8097 -3.4916 -0.8883
H 3.5107 2.2384 0.8587
H -0.0763 2.9334 3.0397
H 3.8237 1.1584 5.6867
H -0.7413 -1.2656 -6.2113
H -4.6563 -1.1446 -2.3473
H -1.9653 -2.0176 -4.2563
H 1.7107 0.9864 -0.2233
H 1.2687 4.2224 0.2307
H 0.3387 5.3914 4.2227
H -3.5323 -2.7246 -1.4223
H 3.1577 -0.8616 2.4427
H -2.7973 5.1254 0.6807
H -1.0453 -0.5726 -1.0043
H 3.1347 -0.9596 -1.7013
H -2.8253 -4.2886 -1.5553
H 1.9537 -0.4956 0.9047
H 1.3567 3.2354 4.6207
H 2.9507 3.1154 5.4197
H -5.0883 1.0214 2.8917
H -5.1993 2.4164 -0.1493
H -0.8453 -2.0956 2.9707
H 4.0707 -2.6606 -1.6353
H 2.2937 3.1764 -1.7903
H 0.1607 -3.6446 -4.5473
H -1.6053 -0.0986 -4.7023
H -4.1933 0.3754 1.4987
H -3.8563 -0.1556 3.1727
H 0.3917 -2.1496 0.3597
H 3.8097 3.6704 0.1527
H 1.0777 -2.9596 2.4927
H -5.0043 -1.2306 -4.0153
H -2.3613 3.6274 1.2637
H 0.8057 2.6434 0.7987
H -0.7003 -0.9856 5.5617
H 4.3417 2.3114 -0.6573
H 1.3237 -1.7796 -3.7723
H 0.7257 -2.0816 -6.2893
H 0.1457 -2.3126 -2.6073
H -2.3923 1.4494 2.1177
H 4.2287 0.0834 1.3717
H 0.6217 -0.8326 -1.1323
H -2.1843 -1.4646 3.7917
H 3.2027 -0.2986 4.9877
H 1.2267 0.4284 2.1147
```

Output
Orbital gap ... 8.31 eV
Charge ... 0
Energy above the lowest of the compared OMol25 structures with the same formula, charge and spin ... 63.57 kcal per mole


A molecular structure, C33H31AsBrCrF5N3O4PS, computed with wB97M-V/def2-TZVPD.

```
81
C33H31AsBrCrF5N3O4PS (wB97M-V/def2-TZVPD)
Br 1.5436 1.3641 -2.7133
As -1.8491 -1.2559 -1.3929
Cr 0.7087 0.2528 0.3117
S -0.9947 0.2427 1.8656
P 4.0111 0.0827 0.8387
F 1.6751 1.1394 2.4031
F 3.1546 0.8859 4.6587
F 2.1536 -0.5571 6.7569
F -0.2861 -1.6986 6.5627
F -1.7475 -1.4281 4.3188
O 2.7629 0.6570 0.1719
O 3.9663 -0.9939 1.8603
O -0.3987 -0.3956 -0.9112
O 1.5994 -2.7086 0.9242
N 0.4487 2.2542 -0.2998
N 4.2092 2.8587 0.9537
N 5.6467 -1.9484 0.0789
C -2.4373 -0.7681 -5.4516
C -3.2684 -0.1262 -0.8815
C -0.5541 -0.8527 4.3928
C 0.8708 3.9817 -1.8907
C -5.3958 1.4993 -0.2436
C 1.1735 0.4424 3.4749
C -1.4506 -1.5732 -6.0034
C 4.7570 1.5917 1.5831
C -4.4517 -0.7045 -0.4335
C 0.8983 2.6616 -1.4964
C -2.4141 -4.0073 -1.5099
C 1.9444 0.3246 4.5996
C -1.8215 -3.2441 0.7200
C -0.0628 3.1861 0.5340
C -0.5745 -2.2831 -5.1861
C -0.7601 5.5069 1.2037
C 1.2339 -1.6586 0.8089
C -0.6855 -2.1900 -3.8100
C -1.6765 -1.3750 -3.2657
C 0.3476 4.9225 -1.0126
C -2.5564 -0.6636 -4.0719
C -5.5213 0.1221 -0.1149
C -3.1318 1.2540 -1.0163
C 0.1886 -0.9933 5.5537
C -0.1416 4.5348 0.2294
C -4.2062 2.0652 -0.6919
C 5.1398 -0.6207 -0.4557
C -0.0730 -0.1189 3.3209
C -2.0432 -4.5229 1.2057
C -2.4521 -5.5377 0.3449
C 1.4384 -0.4054 5.6603
C -2.6443 -5.2800 -1.0061
C -1.9933 -2.9947 -0.6441
H 5.9892 0.0178 -0.6859
H 0.1820 -2.9187 -5.6265
H -2.6355 -6.5320 0.7342
H 5.8441 1.6168 1.5742
H 4.4238 1.5667 2.6214
H -3.1216 -0.2280 -6.0931
H -1.5626 -2.4440 1.4011
H 5.1975 -2.0765 1.0086
H -0.3339 5.3977 2.2011
H -2.2064 1.6849 -1.3759
H -6.4498 -0.3099 0.2346
H -0.4424 2.8073 1.4742
H -1.3675 -1.6588 -7.0797
H -6.2335 2.1390 0.0044
H -1.9184 -4.7259 2.2621
H -1.8343 5.3325 1.2901
H 4.5869 -0.7905 -1.3754
H 3.2804 2.6461 0.5671
H -4.1253 3.1392 -0.7968
H 6.6616 -1.9747 0.1836
H -3.3312 -0.0450 -3.6384
H 4.1248 3.6150 1.6352
H 5.3843 -2.7341 -0.5160
H -2.5643 -3.8136 -2.5628
H -4.5426 -1.7772 -0.3242
H -0.6154 6.5357 0.8806
H 4.7940 3.2039 0.1913
H 1.2286 4.2624 -2.8722
H 0.3073 5.9661 -1.3092
H -2.9776 -6.0673 -1.6699
H -0.0221 -2.7590 -3.1718
```

Output
Orbital gap (alpha / beta) ... 7.00 / 7.35 eV
Charge ... +3
Energy above the lowest of the compared OMol25 structures with the same formula, charge and spin ... 0.00 kcal per mole
Multiplicity ... 2


A gas-phase ion, C8H14NS2 (charge +1) at a distorted geometry, computed with wB97M-V/def2-TZVPD.

```
25
C8H14NS2 (wB97M-V/def2-TZVPD)
S 3.0467 -0.3037 0.5853
S -1.3029 -1.7099 0.1005
N 0.6352 0.1560 2.0917
C 2.1492 -1.1833 -0.7229
C 1.5176 0.6551 0.8817
C 1.0065 -0.6381 -1.0934
C -0.7733 0.4785 1.7306
C -0.8487 0.1242 0.2411
C 0.5347 1.8475 -1.0940
C 0.5261 0.5324 -0.2864
C -2.4321 -1.7336 -1.3095
H 0.4191 2.7787 -0.4869
H -2.0210 -1.4382 -2.2502
H -1.4689 -0.0365 2.3819
H 1.7385 1.6126 1.1607
H 0.8546 0.5116 3.0741
H 1.4253 2.0279 -1.6235
H -1.5573 0.5840 -0.4214
H 0.2613 -1.0867 -1.8213
H -3.1824 -0.9404 -1.0536
H -1.0335 1.4287 2.1144
H 2.7691 -2.0279 -1.0249
H -2.8923 -2.6886 -1.3386
H 0.8301 -0.8556 2.0897
H -0.2013 1.9054 -1.9248
```

Output
Orbital gap ... 8.82 eV
Charge ... +1
SMILES ... CS[C@H]1C[NH2+][C@H]2SC=C[C@@]12C
Energy above the lowest of the compared OMol25 structures with the same formula, charge and spin ... 1.09 kcal per mole


Record order is preserved below.
Total energy: -3658.518139, -4009.271251, -2372.542894, -8833.639804, -1164.060037 Ha